[1]
The following is a quantum chemistry calculation of a single C4H5BrO molecule at a distorted geometry, from the OMol25 dataset.

The geometry in ORCA input format:
```
! RIJCOSX wB97M-V def2-TZVPD def2/J DEFGRID3
* xyz 0 1
C 0.06506 0.79062 -0.08805
C -0.35514 -0.64174 -0.39123
C -1.75607 -1.01677 -0.61112
C 1.28218 0.55913 0.72015
O -1.21905 -1.23144 0.67037
Br 2.81278 0.18181 -0.16551
H 0.39575 1.30985 -0.88251
H -0.73526 1.17479 0.46406
H 0.47762 -1.23862 -0.67907
H -2.46398 -0.33626 -0.84098
H 1.49611 0.44863 1.80388
*
```

Computed properties:
Lowest unoccupied orbital energy (spin up / spin down)   0.065 / -0.047 eV
HOMO-LUMO gap (spin up / spin down)   0.328 / 0.289 Ha


[2]
The following is a quantum chemistry calculation of a molecular structure, C24H43BeNP2 at a distorted geometry, from the OMol25 dataset.

The geometry in ORCA input format:
```
! RIJCOSX wB97M-V def2-TZVPD def2/J DEFGRID3
* xyz 0 1
P -0.14582 -1.45968 -5.73268
P 0.17533 1.68898 -5.79236
C -0.38669 -0.56431 -7.35749
C 0.31809 0.79055 -7.40685
H -1.47168 -0.42890 -7.46259
H -0.03927 -1.21738 -8.16953
H 1.39412 0.67312 -7.59786
H -0.10467 1.44471 -8.18240
C -1.51485 2.40216 -5.92046
H -1.69207 3.05954 -5.05969
H -2.26495 1.60075 -5.89747
H -1.61556 2.97796 -6.84852
C 1.20341 3.17644 -6.05400
H 0.82298 3.76788 -6.89784
H 2.23604 2.86431 -6.25352
H 1.18926 3.78293 -5.14063
C -1.07714 -2.98036 -6.21970
H -0.99241 -3.72077 -5.41315
H -0.68561 -3.40689 -7.15661
H -2.13616 -2.71559 -6.34816
C 1.57042 -2.06871 -6.00928
H 2.28167 -1.23879 -5.93217
H 1.67026 -2.55094 -6.99065
H 1.80868 -2.79651 -5.22416
Be -0.63196 -1.07596 0.41962
C 0.95344 2.58492 -2.50898
C -0.37792 2.39561 -2.42959
C -1.20353 1.27301 -2.97275
C -1.51577 0.02112 -2.14712
C -0.36184 -0.73160 -1.51493
C 0.94780 -0.62312 -1.89503
C 1.53794 0.14016 -3.01330
C 2.03653 1.56452 -2.64308
C -0.06414 -2.42318 1.23269
H 1.32805 3.60439 -2.36447
H -0.98626 3.20336 -1.99702
H -0.78603 0.92097 -3.93760
H -2.17942 1.70579 -3.25769
H -2.26649 0.26880 -1.38514
H -2.03804 -0.68351 -2.82286
H -0.68062 -1.75843 -1.17752
H 1.65182 -1.27100 -1.36128
H 0.84891 0.21466 -3.86946
H 2.40917 -0.42216 -3.39956
H 2.59024 1.48486 -1.68497
H 2.75788 1.92247 -3.40129
H 1.01358 -2.37986 1.41489
H -0.27291 -3.31719 0.63342
H -0.56368 -2.52879 2.20428
C 3.05020 1.28787 1.73010
N 1.66762 1.59347 1.39295
C 1.43821 3.02073 1.28373
C 0.72523 0.82126 2.18280
C -0.73608 1.10635 1.90844
C -1.28857 2.29545 2.42140
C -2.62808 2.60509 2.20181
C -3.42186 1.71008 1.48426
C -2.86350 0.52281 0.97777
C -1.51581 0.24167 1.17223
H 3.33317 1.68731 2.72664
H 3.72191 1.72693 0.97848
H 3.17575 0.19673 1.74232
H 0.50131 3.24556 0.76143
H 1.42236 3.53880 2.26444
H 2.26339 3.44706 0.69664
H 0.96025 -0.23862 1.98060
H 0.93611 0.99396 3.26511
H -0.62253 2.97110 2.95387
H -3.02894 3.54591 2.57929
H -4.46616 1.94779 1.28782
H -3.50944 -0.16913 0.42746
*
```

Computed properties:
Lowest unoccupied orbital energy   0.404 eV
HOMO-LUMO gap   0.306 Ha


[3]
The following is a quantum chemistry calculation of 7 unconnected molecules or ions with the total composition C11H29N7O17S at a distorted geometry, from the OMol25 dataset.

The geometry in ORCA input format:
```
! RIJCOSX wB97M-V def2-TZVPD def2/J DEFGRID3
* xyz 0 1
C 1.76463 1.57219 2.59540
N 2.37966 0.24657 2.79552
O 2.41497 -0.17623 3.99394
O 2.81593 -0.31444 1.81930
H 2.50861 2.34115 2.38733
H 0.99536 1.68967 3.35863
H 1.27457 1.49744 1.62465
C 4.36430 -0.73179 -1.80882
N 4.44961 -0.26678 -0.35881
O 3.47144 -0.34500 0.32143
O 5.55869 0.10129 0.03681
H 3.35253 -0.67729 -2.21063
H 4.64833 -1.76088 -1.58882
H 5.12859 -0.19031 -2.36628
C -0.43169 3.72775 -1.50127
N -0.18739 3.73565 -0.03051
O 1.00602 3.52770 0.38716
O -1.19024 3.94680 0.65789
H 0.19965 4.52787 -1.88768
H -1.43940 3.78318 -1.91303
H -0.10299 2.73141 -1.79682
C 3.34812 -3.91162 1.52570
N 2.37692 -3.04229 0.80153
O 1.43817 -2.52486 1.45478
O 2.68050 -2.81685 -0.39540
H 3.97349 -3.18458 2.04379
H 3.86504 -4.39500 0.69671
H 2.78866 -4.54036 2.21837
C -3.63905 2.07465 1.15356
N -2.89739 2.39814 -0.11159
O -2.25741 1.56141 -0.62893
O -2.81224 3.65800 -0.38478
H -4.08246 3.00609 1.50557
H -3.03542 1.74740 2.00010
H -4.53341 1.45545 1.08415
C -1.34616 -1.29076 -2.56241
N -0.34005 -1.87706 -3.53034
O -0.50886 -2.99967 -3.92590
O 0.66039 -1.19813 -3.81460
H -1.67972 -1.98367 -1.78994
H -2.25779 -0.95419 -3.05614
H -0.80961 -0.49025 -2.05310
C -2.74154 -0.92280 1.11651
C -2.92468 -1.85827 -0.11883
O -3.96924 -1.18400 -0.90452
S -4.96282 -0.23296 0.03870
O -6.03699 -0.88717 0.77899
O -5.28220 0.98550 -0.66061
O -3.79437 -0.04128 1.12177
H -1.75895 -0.45154 1.09323
H -2.65732 -1.52734 2.01958
H -3.44944 -2.74397 0.23929
H -2.00288 -2.03276 -0.67375
C 0.40942 -0.41762 1.31805
O -0.14002 0.21440 2.13750
N 0.26123 -0.16083 -0.00540
C 1.30304 -0.58295 -0.90939
C -0.37589 1.10565 -0.30209
H 1.13111 -1.20336 1.59005
H 1.84960 0.32561 -1.16213
H 0.74198 -0.86767 -1.79948
H 2.00777 -1.34182 -0.56943
H 0.46236 1.78327 -0.14001
H -0.75824 1.14128 -1.32221
H -1.22465 1.24301 0.36785
*
```

Computed properties:
Lowest unoccupied orbital energy   -1.129 eV
HOMO-LUMO gap   0.279 Ha


[4]
The following is a quantum chemistry calculation of 2 unconnected molecules or ions with the total composition CHBrF2N2O2 at a distorted geometry, from the OMol25 dataset.

The geometry in ORCA input format:
```
! RIJCOSX wB97M-V def2-TZVPD def2/J DEFGRID3
* xyz 0 1
C -0.32426 0.39323 0.15922
N 0.06370 0.54434 -1.18380
N -0.60484 -0.73853 0.73326
O 0.13034 1.68681 -1.56595
O 0.22494 -0.45535 -1.85898
F -1.56139 -1.04335 1.70176
F -0.52737 -1.92003 0.02142
Br 3.01770 0.39072 1.05636
H -0.41883 1.14217 0.93672
*
```

Computed properties:
Lowest unoccupied orbital energy (spin up / spin down)   -1.909 / -3.874 eV
HOMO-LUMO gap (spin up / spin down)   0.350 / 0.199 Ha


[5]
The following is a quantum chemistry calculation of 2 unconnected molecules or ions with the total composition C4H13N2 at a distorted geometry, from the OMol25 dataset.

The geometry in ORCA input format:
```
! RIJCOSX wB97M-V def2-TZVPD def2/J DEFGRID3
* xyz 1 1
C -2.64752 -0.04736 -1.10520
N -3.21043 -0.19887 0.14288
C -1.11480 -0.81332 -1.24409
N -0.45291 -0.27069 -0.26340
C 2.95462 1.07468 0.58084
C 2.55683 -0.05000 1.54492
H -2.55598 1.00700 -1.32555
H -3.35947 -0.57479 -1.74172
H -2.62494 0.05772 0.92325
H -3.83132 -0.98102 0.30842
H -0.62205 -0.74763 -2.21166
H -1.38228 -1.86167 -1.05466
H 3.60326 1.82690 1.00133
H 0.11690 0.44283 -0.73870
H 2.04398 1.56541 0.21342
H 3.31799 0.68245 -0.37143
H 2.57523 0.15746 2.61346
H 3.12329 -0.96504 1.38322
H 1.50958 -0.30407 1.34467
*
```

Computed properties:
Lowest unoccupied orbital energy   -7.955 eV
HOMO-LUMO gap   0.241 Ha


[6]
The following is a quantum chemistry calculation of a molecular structure, C20H32Cl2N3O3Y at a distorted geometry, from the OMol25 dataset.

The geometry in ORCA input format:
```
! RIJCOSX wB97M-V def2-TZVPD def2/J DEFGRID3
* xyz 0 1
O -0.32871 0.60766 -0.68055
C -0.04046 1.21070 -1.87519
C -1.05962 0.86052 -2.96827
C -1.92449 -0.23083 -2.85797
H -1.88997 -0.86340 -1.96331
C -2.80387 -0.52477 -3.90439
H -3.48679 -1.36828 -3.79985
C -2.78425 0.23861 -5.07708
H -3.44825 -0.01059 -5.90371
C -1.91534 1.33221 -5.18676
H -1.88300 1.93151 -6.09811
C -1.07841 1.65417 -4.12053
H -0.39645 2.50831 -4.15796
H -0.07256 2.31366 -1.77197
C 2.46166 1.69251 -1.56434
C 1.40929 0.91566 -2.29455
H 3.32542 1.90981 -2.21374
H 2.82816 1.11586 -0.69995
H 2.05185 2.64290 -1.19655
C 1.66951 -0.09896 -3.13360
C 3.01637 -0.67492 -3.40637
H 0.84261 -0.58979 -3.65229
H 3.29753 -0.56773 -4.46175
H 3.02115 -1.74856 -3.18190
H 3.79391 -0.21100 -2.78922
Y 0.39830 -0.89376 0.75374
Cl -1.14914 -2.71667 -0.20458
Cl 2.64842 -1.73354 -0.07228
H -5.32927 0.44914 0.26155
H -4.86579 -1.66747 1.74878
C -4.32710 0.22836 -0.12762
C -3.82279 -1.66287 1.41094
N -3.49316 -0.32682 0.92712
H -3.86530 1.15421 -0.48682
C -2.42039 0.34783 1.33874
O -1.47022 -0.15152 1.99960
H -3.14461 -1.93315 2.22376
H -2.40587 1.40951 1.03259
H -4.41302 -0.48275 -0.95965
H -3.70068 -2.38319 0.59358
H 2.96883 2.68144 4.23674
H 0.78038 4.34055 4.10118
C 2.94693 2.85172 3.15092
C 0.86314 4.21656 3.01354
N 1.57376 2.99512 2.67693
H 3.42066 2.01303 2.64225
C 0.93132 1.98357 2.09675
O 1.47638 0.87931 1.83611
H -0.13843 4.15562 2.57928
H -0.12814 2.16908 1.84510
H 3.48623 3.78194 2.93982
H 1.38534 5.08590 2.59965
C 1.66267 -5.44064 4.31305
C 2.43885 -4.23296 3.75977
C 1.58306 -3.21618 3.16817
N 0.93784 -2.39427 2.66006
H 0.87439 -5.10914 4.99696
H 2.32776 -6.11819 4.86016
H 1.20202 -6.00619 3.49626
H 3.01757 -3.76181 4.56612
H 3.14479 -4.55700 2.98168
*
```

Computed properties:
Lowest unoccupied orbital energy   0.235 eV
HOMO-LUMO gap   0.289 Ha


The evaluated electronic energy for the records listed, in turn: -2804.45993; -1692.37961; -2495.87597; -3072.06874; -269.29046; -2130.23206 a.u..